Entry 1:
Molecular formula: C4H8O4
Method: DFT, ωB97M-V/def2-TZVPD

HOMO energy   -10.636 eV
E_tot   -12468.22880 eV
Strongest force on any atom   2.807 eV/Å
SMILES string   CC(=O)O.CC(=O)O
Total charge   0

Geometry (Å):
1 C 0.6651 -1.4543 1.9759
2 C 0.7477 -0.7300 3.3027
3 O 1.4869 0.2262 3.5634
4 O -0.1412 -1.1631 4.1667
5 H 1.6235 -1.3067 1.4502
6 H -0.1503 -1.0861 1.3309
7 H 0.5194 -2.5345 2.1450
8 H -0.0165 -0.5504 4.9419
9 C -0.9023 1.6538 -2.1712
10 C -0.6235 0.8376 -3.4313
11 O -0.9603 1.1722 -4.5697
12 O 0.2213 -0.1699 -3.1171
13 H -0.2423 2.5279 -2.0409
14 H -0.7895 0.9939 -1.2946
15 H -1.9470 2.0052 -2.2149
16 H 0.5089 -0.4217 -4.0368

Atomic partial charges in e from the Löwdin method, atoms 1 to 4: 0.006 -0.586 0.055 0.102

---

Entry 2:
Molecular formula: C4H13N3O
Method: DFT, ωB97M-V/def2-TZVPD

HOMO energy   -8.571 eV
E_tot   -10874.06780 eV
Strongest force on any atom   0.723 eV/Å
Total charge   0

Geometry (Å):
1 C -2.3464 0.1137 -0.1915
2 C -2.0481 -1.3862 -0.2475
3 N -2.0505 0.5930 1.1433
4 O -1.6803 0.8200 -1.2046
5 H -0.7055 0.7276 -1.0569
6 H -3.4152 0.2817 -0.3742
7 H -2.2911 1.5750 1.2201
8 H -1.0530 0.5086 1.3177
9 H -2.2237 -1.7581 -1.2528
10 H -2.6903 -1.9113 0.4525
11 H -1.0106 -1.5644 0.0265
12 C 1.8657 1.5643 0.2501
13 N 3.0102 -1.1307 -0.1508
14 C 1.1148 0.4475 -0.4057
15 N 1.6859 -0.6969 -0.4923
16 H 3.4968 -0.3906 0.3437
17 H 2.9660 -1.9616 0.4321
18 H 1.2104 -1.4446 -0.9872
19 H 2.4806 2.0400 -0.5150
20 H 2.5213 1.2631 1.0741
21 H 1.1628 2.3099 0.6185

Atomic partial charges in e from the Löwdin method, atoms 1 to 4: -0.554 -0.055 0.047 -0.095

---

Entry 3:
Molecular formula: C17H38BrN2O5P
Method: DFT, ωB97M-V/def2-TZVPD

HOMO energy   -4.791 eV
E_tot   -110789.94193 eV
Strongest force on any atom   2.430 eV/Å
Total charge   0

Geometry (Å):
1 C -0.1205 8.9823 1.5880
2 C -1.6328 8.8892 1.4208
3 C -2.1799 7.6845 0.6398
4 C -2.4689 6.4310 1.5081
5 C -1.8182 5.1023 1.0986
6 C -2.5282 3.9290 1.8092
7 C -2.8421 2.7817 0.8497
8 C -1.5865 1.9818 0.5097
9 C -1.3292 0.7914 1.4539
10 C 0.1850 0.6129 1.6403
11 C 0.6692 -0.8019 1.9992
12 C -0.0060 -1.9306 1.2047
13 C 0.9530 -3.0884 0.8926
14 C 0.9153 -3.5216 -0.5739
15 C 2.1394 -4.3816 -0.9539
16 C 1.8478 -5.8893 -0.9713
17 N 2.0731 -6.5134 -2.3437
18 C 2.5052 -7.9558 -2.2766
19 O 3.8981 -7.9730 -2.2487
20 N 4.4481 -8.7371 -3.4345
21 O 4.8438 -8.0195 -4.2116
22 P 0.6083 -6.2899 -3.3430
23 O -0.5426 -6.8402 -2.6585
24 O 0.8314 -6.9752 -4.7520
25 O 0.5506 -4.7339 -3.5475
26 H 0.2480 8.1823 2.2254
27 H 0.3907 8.9591 0.6291
28 H 0.1411 9.9288 2.0733
29 H -2.1018 8.9589 2.4082
30 H -1.9438 9.7918 0.8809
31 H -3.1347 8.0203 0.2284
32 H -1.4838 7.4370 -0.1623
33 H -2.1689 6.6953 2.5261
34 H -3.5526 6.2799 1.4750
35 H -0.7566 5.0694 1.4060
36 H -1.8235 5.0190 0.0102
37 H -3.4590 4.2789 2.2633
38 H -1.8644 3.5646 2.5995
39 H -3.3099 3.1938 -0.0476
40 H -3.6037 2.1319 1.2992
41 H -0.7218 2.6495 0.5389
42 H -1.6488 1.6260 -0.5235
43 H -1.7816 1.0471 2.4138
44 H -1.8214 -0.0826 1.0281
45 H 0.7343 0.9913 0.7780
46 H 0.4610 1.2601 2.4748
47 H 1.7383 -0.8326 1.7692
48 H 0.5941 -0.9619 3.0753
49 H -0.7952 -2.3404 1.8388
50 H -0.5122 -1.5617 0.3132
51 H 1.9873 -2.8478 1.1449
52 H 0.7010 -3.9586 1.5093
53 H -0.0034 -4.0472 -0.8384
54 H 0.9726 -2.6251 -1.1940
55 H 2.9372 -4.1827 -0.2410
56 H 2.5175 -4.0956 -1.9392
57 H 0.8286 -6.0911 -0.6486
58 H 2.5029 -6.4273 -0.2883
59 H 2.8460 -5.9983 -2.7805
60 H 2.1624 -8.4862 -3.1687
61 H 2.0889 -8.4471 -1.4018
62 H 1.7460 -7.0292 -5.0628
63 H 0.2893 -4.4949 -4.4494
64 Br 1.1867 5.8908 0.5376

Atomic partial charges in e from the Löwdin method, atoms 1 to 4: -0.169 -0.290 -0.221 -0.213

---

Entry 4:
Molecular formula: C3H9NOS
Method: DFT, ωB97M-V/def2-TZVPD

HOMO energy   -9.026 eV
E_tot   -17625.78897 eV
Strongest force on any atom   0.721 eV/Å
Total charge   0

Geometry (Å):
1 C -0.6201 -0.8656 -1.0022
2 O -1.3252 -0.1408 -1.9957
3 C 0.2486 0.1282 -0.2440
4 C 0.9273 -0.5595 0.8962
5 S 1.4597 1.9564 2.4447
6 N -0.5563 1.1875 0.2825
7 H -1.3079 -1.3849 -0.3194
8 H 0.0087 -1.6070 -1.4862
9 H -2.2092 -0.4941 -2.1333
10 H 1.0273 0.4645 -0.9494
11 H 0.2363 -1.1207 1.5247
12 H 1.4160 0.1889 1.5828
13 H 1.7354 -1.1849 0.5343
14 H -0.1994 1.4908 1.1832
15 H -0.8412 1.9412 -0.3181

Atomic partial charges in e from the Löwdin method, atoms 1 to 4: -0.239 -0.060 -0.476 -0.083

---

Entry 5:
Molecular formula: C55H52GeKN5
Method: DFT, ωB97M-V/def2-TZVPD

HOMO energy   -6.667 eV
E_tot   -138169.41407 eV
Strongest force on any atom   0.992 eV/Å
Total charge   0

Geometry (Å):
1 K -0.2225 -0.8196 -1.2471
2 C 3.2154 5.8747 -3.1936
3 C 3.2739 4.6179 -3.7824
4 C 2.4171 3.6127 -3.3586
5 C 1.5054 3.8417 -2.3274
6 C 1.4448 5.1089 -1.7545
7 C 2.2940 6.1187 -2.1854
8 C 0.6179 2.7277 -1.8666
9 C 0.7384 2.3582 -0.5442
10 C 1.6775 2.9108 0.4298
11 C 1.4700 2.2451 1.5865
12 C 0.4080 1.2776 1.3188
13 N -0.0054 1.3614 0.0907
14 C -0.1266 0.3590 2.4002
15 C -1.2595 -0.6067 2.1132
16 C -2.0736 -1.2212 3.1660
17 C -2.9483 -2.0349 2.5409
18 C -2.6972 -1.8933 1.1073
19 C -3.4639 -2.4348 0.1095
20 C -4.5509 -3.3736 0.5430
21 C -5.7830 -2.8923 0.9718
22 C -6.7809 -3.7728 1.3621
23 C -6.5593 -5.1429 1.3217
24 C -5.3339 -5.6287 0.8869
25 C -4.3352 -4.7466 0.4961
26 C -3.4305 -2.1783 -1.3229
27 N -2.6471 -1.2782 -1.9048
28 C -3.0044 -1.2009 -3.2211
29 C -2.5311 -0.2357 -4.1320
30 C -3.1175 -0.3194 -5.5058
31 C -2.7441 -1.3564 -6.3553
32 C -3.2858 -1.4499 -7.6297
33 C -4.2139 -0.5123 -8.0620
34 C -4.5921 0.5211 -7.2156
35 C -4.0443 0.6201 -5.9456
36 C -1.6215 0.8220 -3.9181
37 C -1.2795 1.8523 -4.8720
38 C -0.4226 2.6992 -4.2364
39 C -0.2366 2.1663 -2.9022
40 N -0.9683 1.0652 -2.7506
41 C -4.0757 -2.1404 -3.4744
42 C -4.3441 -2.7498 -2.2895
43 N -1.6182 -1.0227 0.9383
44 C -0.4835 1.2158 3.6097
45 C -1.4863 2.1717 3.4975
46 C -1.8309 2.9560 4.5850
47 C -1.1751 2.7973 5.7999
48 C -0.1709 1.8467 5.9189
49 C 0.1711 1.0589 4.8252
50 H 3.8786 6.6625 -3.5266
51 H 3.9797 4.4244 -4.5806
52 H 2.4377 2.6353 -3.8263
53 H 0.7193 5.2996 -0.9738
54 H 2.2324 7.1020 -1.7369
55 H 2.3894 3.7001 0.2559
56 H 1.9696 2.4014 2.5316
57 H -1.9882 -1.0356 4.2261
58 H -3.7193 -2.6412 2.9877
59 H -5.9520 -1.8227 0.9967
60 H -7.7363 -3.3907 1.6984
61 H -7.3388 -5.8288 1.6266
62 H -5.1540 -6.6955 0.8521
63 H -3.3778 -5.1216 0.1554
64 H -2.0245 -2.0889 -6.0112
65 H -2.9832 -2.2581 -8.2832
66 H -4.6422 -0.5875 -9.0530
67 H -5.3180 1.2530 -7.5465
68 H -4.3352 1.4255 -5.2824
69 H -1.6417 1.9405 -5.8839
70 H 0.0119 3.5965 -4.6465
71 H -4.5813 -2.2987 -4.4138
72 H -5.1026 -3.4925 -2.0981
73 H -1.9929 2.2949 2.5459
74 H -2.6145 3.6969 4.4887
75 H -1.4442 3.4115 6.6493
76 H 0.3478 1.7145 6.8599
77 H 0.9549 0.3155 4.9259
78 C 6.0012 0.3933 2.2937
79 C 4.6231 0.8131 2.7964
80 C 3.6090 -0.3324 2.8426
81 C 3.2831 -0.8963 1.4577
82 Ge 1.9125 -2.2742 0.9561
83 C 2.0359 -3.7391 2.3132
84 C 2.6938 -3.5412 3.6753
85 C 1.8264 -2.6894 4.5961
86 C 2.4959 -2.3350 5.9173
87 H 6.6976 1.2326 2.3168
88 H 5.9603 0.0230 1.2674
89 H 6.4144 -0.4045 2.9156
90 H 4.2222 1.6096 2.1615
91 H 4.7234 1.2337 3.8016
92 H 2.6998 0.0559 3.3090
93 H 3.9860 -1.1141 3.5033
94 H 4.1766 -1.3980 1.0420
95 H 3.0682 -0.0673 0.7758
96 H 0.7247 -0.2599 2.7199
97 H 2.5214 -4.5455 1.7461
98 H 0.9991 -4.0767 2.4364
99 H 3.6738 -3.0713 3.5591
100 H 2.8755 -4.5067 4.1615
101 H 0.8845 -3.2137 4.7832
102 H 1.5604 -1.7714 4.0612
103 H 2.7503 -3.2366 6.4777
104 H 1.8425 -1.7257 6.5446
105 H 3.4190 -1.7750 5.7489
106 C 5.0083 2.0043 -1.2164
107 C 4.7863 1.1066 -2.4370
108 C 3.5996 0.2599 -2.2787
109 N 2.6806 -0.4100 -2.1237
110 H 5.8927 2.6213 -1.3673
111 H 5.1494 1.4041 -0.3178
112 H 4.1504 2.6576 -1.0632
113 H 5.6449 0.4531 -2.5974
114 H 4.6633 1.7083 -3.3375

Atomic partial charges in e from the Löwdin method, atoms 1 to 4: 0.573 -0.087 -0.078 -0.058

---

Entry 6:
Molecular formula: C2H9OPSi
Method: DFT, ωB97M-V/def2-TZVPD

HOMO energy   -8.910 eV
E_tot   -21434.03866 eV
Strongest force on any atom   4.268 eV/Å
SMILES string   C[Si](C)(O)P
Total charge   0

Geometry (Å):
1 C -1.0320 -0.7474 -1.5364
2 Si 0.3488 0.3334 -0.2078
3 C -0.6844 0.7787 1.3195
4 O 0.1957 1.8166 -0.9439
5 P 2.5609 -0.2852 0.0093
6 H -1.5242 0.0096 -2.0386
7 H -0.6045 -1.4702 -2.2145
8 H -1.7585 -1.2959 -0.8867
9 H -1.7662 0.8007 0.9277
10 H -0.7133 0.0438 2.0386
11 H -0.4651 1.7667 1.5949
12 H 0.5627 1.8187 -1.8214
13 H 3.0384 -0.9145 -1.1596
14 H 2.4167 -1.5484 0.6907

Atomic partial charges in e from the Löwdin method, atoms 1 to 4: -0.155 0.328 -0.186 -0.240